1.
The following is a quantum chemistry calculation of a structure of composition C5H8O2, from the Open Molecules 2025 dataset.

Values from the calculation:
E_HOMO, Ha: -0.3204
Kohn-Sham gap, eV: 9.3
Energy above the lowest of the compared OMol25 structures with the same formula, charge and spin, kcal per mole: 113.3

The geometry in XYZ format:
```
15
Properties=species:S:1:pos:R:3:forces:R:3
O 1.77001 0.86875 -1.07070 0.167 0.049 0.206
C 0.72910 0.31835 -0.33075 -0.428 -0.206 0.035
C -0.40832 -0.23713 -1.19717 -0.064 -0.078 0.020
C -1.46705 -0.56129 -0.15044 -0.047 0.271 -0.017
O -1.16646 -1.59627 0.61488 0.445 -0.160 -0.154
C 0.12217 0.93468 0.89066 0.595 -0.002 0.094
C 0.86293 -0.22489 1.05188 0.318 0.574 0.024
H 2.55312 0.90460 -0.50740 -0.101 0.017 -0.149
H -0.72960 0.54998 -1.89268 0.029 -0.213 0.124
H -0.12680 -1.13681 -1.74791 0.033 0.093 0.006
H -2.53340 -0.41998 -0.32292 0.117 0.045 -0.032
H -1.17681 0.47780 0.58996 -0.345 0.056 -0.036
H 0.04407 1.89880 1.37995 -0.001 -0.143 -0.058
H 1.67421 -0.49957 1.71501 -0.147 -0.001 -0.114
H -0.14715 -1.27701 0.97763 -0.571 -0.301 0.049
```
Positions in Å, forces in eV/Å.

---

2.
The following is a quantum chemistry calculation of a cluster of 2 separate species, C8H12Si in total, from the Open Molecules 2025 dataset.

Values from the calculation:
E_HOMO (spin up / spin down), Ha: -0.2708 / -0.2439
Kohn-Sham gap (spin up / spin down), eV: 7.0 / 7.3
Energy above the lowest of the compared OMol25 structures with the same formula, charge and spin, kcal per mole: 103.0

The geometry in XYZ format:
```
21
Properties=species:S:1:pos:R:3:forces:R:3
C 2.95287 1.95263 0.98452 -0.342 0.077 0.278
C 1.33164 -3.17068 0.48726 -0.823 -1.205 0.484
C 2.33814 1.06251 0.44626 0.040 -0.226 0.173
C 1.38349 -1.98312 0.34862 0.668 2.165 -0.595
C -1.65560 1.65761 0.28097 -1.293 1.072 1.890
C -2.08695 -0.77443 0.66719 -2.815 -0.395 -0.843
C 1.08668 -0.15167 -2.11506 -0.585 -0.522 -0.212
C -1.32174 0.40816 0.99913 0.419 1.046 -0.393
Si 1.83750 -0.40149 -0.43556 -0.020 -0.735 -0.398
H 3.36084 2.74317 1.55980 0.208 0.204 -0.034
H 0.98135 -4.14823 0.69667 0.266 -0.375 0.013
H -1.61269 2.57714 0.92174 0.444 -0.703 -0.313
H -0.98813 1.79811 -0.52360 0.644 0.385 -1.315
H -2.70350 1.67169 -0.02043 0.063 -0.253 -0.530
H -1.80931 -1.62169 1.27892 0.252 -0.547 -0.510
H -2.19651 -0.94878 -0.48016 0.759 -0.190 1.645
H -3.22256 -0.62733 0.88835 1.630 0.063 -0.039
H 1.36411 0.84957 -2.49498 0.112 -0.846 -0.277
H 1.27819 -1.05492 -2.73649 0.836 0.940 -0.011
H 0.00327 -0.23764 -2.15693 -0.444 0.518 0.596
H -0.32107 0.39941 1.40379 -0.017 -0.475 0.391
```
Positions in Å, forces in eV/Å.

---

3.
The following is a quantum chemistry calculation of the molecule C5H10N2O, from the Open Molecules 2025 dataset.

Values from the calculation:
SMILES: [H]/N=C\NCCCC=O
E_HOMO, Ha: -0.3378
Kohn-Sham gap, eV: 10.0
Energy above the lowest of the compared OMol25 structures with the same formula, charge and spin, kcal per mole: 31.0

The geometry in XYZ format:
```
18
Properties=species:S:1:pos:R:3:forces:R:3
O -0.59798 3.92160 0.93036 0.193 0.364 -0.044
C 0.03340 3.04604 0.40777 -0.488 -0.451 -0.020
C -0.39006 1.59847 0.53093 0.416 -0.310 0.350
C 0.67155 0.57999 0.11286 -0.028 -0.228 -0.622
C 0.51098 -0.79733 0.73306 -0.868 -0.446 0.058
N -0.64993 -3.06070 -1.90550 0.059 0.030 -0.785
C 0.00861 -2.36748 -1.08142 -0.280 0.430 0.174
N -0.42319 -1.67951 0.02709 0.303 0.464 0.292
H 0.94272 3.24534 -0.19025 0.051 0.128 0.010
H -0.68010 1.45415 1.57538 -0.006 0.060 0.031
H -1.30031 1.44077 -0.05497 0.015 0.166 -0.010
H 1.70935 0.86526 0.30083 -0.167 0.581 0.068
H 0.55293 0.44267 -0.96569 0.443 0.055 -0.079
H 1.45801 -1.32921 0.77282 0.124 0.074 0.070
H 0.13084 -0.69181 1.75353 0.239 -0.104 0.053
H -1.66239 -2.99891 -1.82397 0.029 -0.127 0.454
H 1.08176 -2.23547 -1.23536 0.071 -0.426 0.124
H -1.39618 -1.43388 0.11253 -0.105 -0.260 -0.124
```
Positions in Å, forces in eV/Å.

---

4.
The following is a quantum chemistry calculation of a structure of composition C42H57BN9O6S4Sc, from the Open Molecules 2025 dataset.

Values from the calculation:
Total charge: -2
E_HOMO, Ha: -0.1194
Kohn-Sham gap, eV: 6.4
Energy above the lowest of the compared OMol25 structures with the same formula, charge and spin, kcal per mole: 0.0

The geometry in XYZ format:
```
120
Properties=species:S:1:pos:R:3:forces:R:3
Sc 0.94526 -0.45473 -0.70314 -0.708 -1.345 1.245
C 4.65085 1.23738 0.54022 -0.261 0.023 -0.157
C 3.54632 2.27365 0.30267 0.170 -0.022 -0.165
C 4.11891 3.68721 0.45280 -0.216 -0.198 -0.014
C 2.41830 2.01732 1.25927 -0.059 0.177 0.034
C 2.28505 2.60588 2.51838 -0.103 -0.128 -0.118
C 1.12669 2.08184 3.05730 0.134 -0.043 -0.161
C 0.56160 2.43658 4.40031 -0.064 0.033 0.089
C 0.20140 3.92375 4.44420 -0.084 -0.235 -0.025
C 1.55417 2.08716 5.51245 -0.219 -0.063 -0.130
N 0.61106 1.22172 2.15349 -0.009 0.226 0.531
N 1.39790 1.17243 1.05251 0.112 -0.333 -0.576
B -0.67255 0.38951 2.32348 0.041 -0.225 -0.368
N -1.75801 0.80225 1.31184 -0.396 0.141 0.379
N -1.61108 0.77156 -0.03952 0.350 -0.239 -0.524
C -2.74092 1.27333 -0.56359 -0.098 -0.051 0.220
C -3.61464 1.63108 0.46472 0.217 -0.144 0.124
C -2.96907 1.32051 1.63864 -0.121 0.040 -0.294
C -3.56454 1.56277 2.99483 0.028 0.007 0.105
C -3.70051 3.06737 3.24763 0.132 -0.189 0.086
C -4.94291 0.90223 3.10665 0.237 -0.034 0.051
C -3.06301 1.55878 -2.00304 0.042 0.042 -0.098
C -2.73263 3.02949 -2.29595 0.058 -0.230 -0.129
C -4.53320 1.30213 -2.35154 0.249 -0.092 0.036
N -0.36770 -1.11986 2.31678 -0.184 -0.054 0.505
N 0.19521 -1.78452 1.27631 0.109 0.217 -0.440
C 0.24914 -3.07584 1.62476 0.049 0.180 -0.108
C -0.28117 -3.24060 2.90440 -0.011 0.275 -0.031
C -0.64934 -1.98238 3.32196 0.175 -0.172 -0.023
C -1.26794 -1.64189 4.64332 -0.133 0.012 -0.016
C -2.79055 -1.74461 4.52716 0.174 0.202 0.061
C -0.78039 -2.57514 5.75172 0.059 0.225 -0.157
C 0.79240 -4.20163 0.80471 -0.010 -0.047 -0.272
C 1.76487 -5.04867 1.62881 -0.065 0.228 -0.160
C -0.34718 -5.04832 0.23692 0.034 0.161 0.029
H 5.49887 1.43541 -0.11384 0.117 -0.024 -0.040
H 4.27364 0.23868 0.32974 0.102 -0.102 -0.013
H 4.98903 1.27343 1.57616 0.054 0.017 0.079
H 3.17491 2.15271 -0.71891 0.091 0.129 0.322
H 4.67613 3.78692 1.38483 0.043 0.052 0.081
H 3.32828 4.43510 0.44006 -0.036 0.102 -0.016
H 4.79874 3.89275 -0.37371 0.049 0.009 0.004
H 2.94244 3.31863 2.97777 0.088 0.125 0.021
H -0.35097 1.86798 4.57143 0.031 0.000 -0.017
H 1.08645 4.54146 4.31411 0.115 0.089 -0.017
H -0.25939 4.16863 5.39980 -0.037 0.080 0.099
H -0.49944 4.16210 3.64809 -0.063 0.104 -0.068
H 2.47367 2.65716 5.40421 0.130 0.056 -0.012
H 1.79986 1.02852 5.48139 0.084 -0.112 0.026
H 1.11934 2.31286 6.48493 -0.010 0.038 0.120
H -1.10688 0.63342 3.38790 -0.088 0.052 0.200
H -4.58860 2.06453 0.36251 -0.198 0.064 -0.036
H -2.91986 1.14476 3.76526 0.021 -0.033 0.009
H -4.40303 3.50842 2.54561 -0.067 0.071 -0.125
H -2.74298 3.56585 3.12869 0.116 0.109 -0.005
H -4.06539 3.24921 4.25683 -0.057 0.058 0.138
H -5.65922 1.39360 2.45425 -0.100 0.072 -0.111
H -5.30377 0.97728 4.13058 -0.107 0.009 0.123
H -4.90499 -0.14785 2.82940 -0.019 -0.097 -0.022
H -2.48631 0.92247 -2.67009 -0.032 0.091 0.070
H -3.37680 3.68321 -1.70637 -0.073 0.015 0.049
H -2.87971 3.23951 -3.35311 -0.004 0.078 -0.090
H -1.70038 3.25789 -2.04082 0.084 0.062 0.000
H -5.20294 1.97093 -1.81395 -0.061 0.068 0.077
H -4.81760 0.27414 -2.13598 -0.054 -0.094 0.037
H -4.66638 1.48183 -3.41660 -0.055 0.006 -0.081
H -0.36750 -4.15745 3.44849 0.010 -0.212 0.152
H -0.98709 -0.62015 4.90841 -0.074 -0.038 0.013
H -3.07753 -2.78260 4.37025 -0.036 -0.103 -0.041
H -3.14271 -1.16586 3.68085 -0.118 0.085 -0.100
H -3.27232 -1.38140 5.43305 -0.135 0.038 0.112
H -1.17365 -3.57728 5.60733 -0.036 -0.179 -0.003
H -1.12425 -2.20999 6.71701 -0.066 -0.007 0.137
H 0.30332 -2.63393 5.76710 0.173 -0.009 0.041
H 1.33938 -3.78068 -0.03424 -0.120 -0.062 0.219
H 1.24923 -5.59527 2.41648 -0.076 -0.084 0.113
H 2.51692 -4.41099 2.08678 0.146 0.026 0.043
H 2.26706 -5.76851 0.98587 0.046 -0.103 -0.063
H -0.93502 -5.51747 1.02812 -0.026 -0.029 0.074
H 0.05783 -5.82555 -0.40698 0.035 -0.162 -0.080
H -0.99476 -4.41520 -0.36611 -0.103 -0.054 -0.023
S 3.05594 -2.06181 -0.49978 -0.568 0.064 0.075
C 2.71373 -3.17084 -1.80595 -0.174 0.042 0.075
C 3.75222 -4.02650 -2.16574 -0.027 -0.298 -0.242
C 3.60173 -5.01932 -3.12806 -1.188 0.787 0.206
C 4.67802 -5.86112 -3.44327 0.976 -0.698 -0.221
N 5.57944 -6.53671 -3.68224 -0.025 0.000 0.007
C 2.34669 -5.16930 -3.76207 0.443 0.876 0.867
C 1.31297 -4.30682 -3.41759 0.115 -0.142 -0.051
C 1.45269 -3.30786 -2.45579 0.357 -0.147 0.107
S 0.01364 -2.40568 -2.07342 -0.074 0.541 0.380
C 2.15980 -6.19373 -4.70564 -0.193 -0.734 -0.727
N 2.02261 -7.04814 -5.46440 -0.041 -0.012 -0.021
H 4.69489 -3.92959 -1.64456 0.060 0.000 -0.055
H 0.34780 -4.40972 -3.88986 -0.040 -0.075 -0.113
C 4.48413 -0.04187 -3.00298 -1.138 0.187 0.163
S 2.72438 0.41360 -3.07018 1.264 -0.524 -1.637
O 2.66784 1.71185 -3.69064 0.046 0.071 0.235
O 2.04143 -0.68722 -3.70123 0.364 0.274 -0.081
O 2.31767 0.50582 -1.62381 0.891 1.045 0.087
H 4.84478 -0.07513 -4.02191 -0.022 0.074 -0.213
H 4.53651 -1.01569 -2.53679 0.102 -0.157 0.148
H 5.00111 0.70746 -2.42079 0.175 0.152 0.111
N -0.07785 1.07144 -2.71021 0.041 -0.320 0.489
C -0.46386 1.40976 -4.02071 -0.195 -0.059 -0.275
C -1.20815 0.50357 -4.77425 0.094 0.063 0.079
C -1.75360 0.89664 -5.98487 0.086 -0.172 0.060
C -1.53587 2.17458 -6.45439 -0.483 0.286 -0.633
C -0.72572 3.04517 -5.75727 0.208 0.056 0.112
C -0.18132 2.66884 -4.54122 -0.025 -0.136 0.030
S -2.54175 2.81264 -7.81062 -0.358 0.237 -0.135
O -3.73999 3.26932 -7.09421 0.272 -0.115 -0.200
O -1.77890 3.90483 -8.41564 0.006 -0.267 0.246
O -2.79640 1.69436 -8.71619 0.168 0.069 0.298
H -0.72271 0.39884 -2.29368 -0.107 0.701 -0.199
H 0.10493 1.88855 -2.13477 -0.337 -0.233 -0.013
H -1.37008 -0.49618 -4.39013 -0.010 -0.076 0.044
H -2.36683 0.22853 -6.57044 -0.072 -0.098 -0.017
H -0.55468 4.02362 -6.18036 0.044 0.130 0.047
H 0.44531 3.34683 -3.97835 0.053 0.063 0.047
```
Positions in Å, forces in eV/Å.

---

no.,maximum force (eV/A)
1,0.66
2,2.96
3,0.98
4,2.13